Density functional theory data (ωB97M-V/def2-TZVPD) for 8 unconnected molecules or ions with the total composition C72H152N8O8.

```
240
Properties=species:S:1:pos:R:3:lowdin_charge:R:1
C 13.9822 -9.8119 -8.7491 -0.04
C 14.1585 -9.5013 -7.2662 -0.47
C 12.8691 -8.8869 -6.7108 -0.02
C 14.4057 -10.8729 -6.4933 -0.13
C 14.8099 -10.6539 -5.0669 -0.21
C 16.1457 -9.9146 -5.0806 -0.12
C 16.0717 -8.5491 -5.8977 -0.47
C 15.4420 -7.5272 -4.8971 -0.03
C 17.5417 -8.1635 -6.0999 -0.04
N 15.3970 -8.6881 -7.1951 -0.09
O 15.3287 -7.4823 -7.9232 -0.04
H 14.7988 -10.4342 -9.1138 0.05
H 12.9894 -10.2295 -8.9223 0.08
H 14.0198 -8.9142 -9.3688 0.08
H 12.8355 -7.8162 -6.9226 0.08
H 12.0193 -9.3842 -7.1776 0.08
H 12.7506 -8.9479 -5.6288 0.07
H 13.4445 -11.3936 -6.4886 0.12
H 15.0956 -11.4899 -7.0704 0.12
H 14.0342 -10.1642 -4.4762 0.10
H 14.8958 -11.6124 -4.5486 0.11
H 16.9405 -10.4932 -5.5517 0.12
H 16.3488 -9.7023 -4.0304 0.12
H 15.1922 -6.5982 -5.4146 0.07
H 16.1633 -7.1702 -4.1585 0.08
H 14.6070 -7.9130 -4.3126 0.07
H 17.5273 -7.1621 -6.5443 0.07
H 17.9705 -8.6245 -6.9945 0.07
H 18.1738 -8.2692 -5.2226 0.09
H 16.0111 -7.6279 -8.5920 0.06
C 18.2125 -1.6896 -12.9460 -0.02
C 18.8806 -1.9807 -14.3241 -0.49
C 20.1964 -2.7002 -14.1599 -0.04
C 17.9861 -2.9871 -15.1356 -0.15
C 16.6903 -2.4806 -15.7086 -0.19
C 17.1039 -1.3770 -16.6471 -0.15
C 17.9514 -0.2621 -16.0281 -0.47
C 18.5484 0.5587 -17.1612 -0.04
C 17.0603 0.6898 -15.1420 -0.01
N 19.0226 -0.8070 -15.1704 -0.14
O 19.9066 0.1206 -14.6497 0.01
H 18.2630 -2.4321 -12.1489 0.07
H 18.6654 -0.7995 -12.5004 0.08
H 17.1701 -1.3902 -13.0619 0.05
H 20.5853 -2.7618 -15.1798 0.09
H 20.9293 -2.0397 -13.6915 0.08
H 20.1252 -3.6737 -13.6803 0.08
H 18.5722 -3.5049 -15.9015 0.12
H 17.7766 -3.8834 -14.5404 0.10
H 16.0275 -3.2692 -16.0600 0.12
H 16.1725 -1.9861 -14.8795 0.10
H 16.1246 -1.0100 -16.9640 0.12
H 17.6094 -1.8822 -17.4726 0.12
H 19.1141 1.4286 -16.8310 0.08
H 17.7702 1.0035 -17.7880 0.09
H 19.0285 -0.0888 -17.8969 0.08
H 16.0182 0.7494 -15.4587 0.08
H 17.4772 1.6928 -15.0404 0.08
H 17.0275 0.3820 -14.0966 0.06
H 20.7202 -0.1089 -15.1100 0.11
C 11.1975 -14.7315 -12.4600 -0.05
C 12.5118 -15.0262 -11.7440 -0.50
C 13.4422 -15.8495 -12.6260 -0.03
C 13.1699 -13.6374 -11.4844 -0.14
C 14.1963 -13.5760 -10.3722 -0.18
C 13.7585 -14.3283 -9.1153 -0.14
C 13.2699 -15.7498 -9.4064 -0.51
C 14.4330 -16.7397 -9.7220 -0.02
C 12.6743 -16.2114 -8.0889 -0.06
N 12.1999 -15.6277 -10.4265 -0.10
O 11.4185 -16.8086 -10.5229 -0.01
H 10.5070 -14.2775 -11.7460 0.08
H 11.3498 -13.9796 -13.2351 0.09
H 10.6756 -15.5924 -12.8774 0.08
H 13.4131 -16.9014 -12.3419 0.08
H 13.2295 -15.7927 -13.6947 0.08
H 14.4794 -15.5127 -12.5705 0.07
H 13.6460 -13.3350 -12.4181 0.12
H 12.4301 -12.8936 -11.1797 0.12
H 15.0974 -14.0570 -10.7604 0.10
H 14.3380 -12.5137 -10.1732 0.09
H 12.9229 -13.8206 -8.6301 0.12
H 14.6212 -14.3575 -8.4482 0.12
H 14.9259 -17.2191 -8.8756 0.08
H 15.1990 -16.3704 -10.4028 0.07
H 13.9265 -17.5909 -10.1850 0.08
H 12.3772 -17.2609 -8.1060 0.08
H 11.7692 -15.6572 -7.8302 0.09
H 13.3845 -16.0357 -7.2814 0.09
H 10.6310 -16.5315 -10.0461 0.10
C 25.3005 -12.9596 -16.5050 -0.04
C 23.9864 -12.2821 -16.1363 -0.51
C 23.3230 -11.7297 -17.4007 -0.03
C 23.0932 -13.4403 -15.5549 -0.13
C 21.7077 -12.9550 -15.1118 -0.18
C 21.8828 -11.8966 -13.9834 -0.11
C 22.9379 -10.7960 -14.3363 -0.45
C 22.2034 -9.6458 -15.0929 -0.01
C 23.4484 -10.2595 -12.9796 -0.03
N 24.1151 -11.3568 -15.0120 -0.12
O 25.0581 -10.3484 -15.1944 -0.02
H 25.2201 -13.6976 -17.2973 0.09
H 26.0090 -12.1402 -16.6454 0.08
H 25.6859 -13.4087 -15.5860 0.08
H 23.5553 -10.6882 -17.6311 0.08
H 23.6489 -12.2522 -18.3021 0.08
H 22.2350 -11.7954 -17.4038 0.07
H 23.0189 -14.1422 -16.3883 0.12
H 23.5129 -13.9511 -14.6881 0.12
H 21.1143 -12.4608 -15.8877 0.09
H 20.9826 -13.7563 -14.9527 0.11
H 22.2093 -12.3667 -13.0537 0.10
H 20.8743 -11.5276 -13.7918 0.10
H 21.7961 -8.9280 -14.3786 0.05
H 21.3242 -9.9428 -15.6665 0.08
H 22.9162 -9.1338 -15.7395 0.08
H 24.2574 -9.5373 -13.0756 0.06
H 23.7414 -11.0964 -12.3444 0.07
H 22.6892 -9.7511 -12.3818 0.06
H 25.6583 -10.5460 -14.4691 0.11
C 16.1336 -9.0156 -12.1079 -0.04
C 17.4929 -9.0561 -11.4215 -0.47
C 17.4333 -10.0246 -10.2420 -0.01
C 18.4356 -9.6490 -12.4907 -0.10
C 19.9619 -9.4142 -12.1973 -0.18
C 20.1686 -7.9286 -11.9668 -0.15
C 19.2741 -7.3122 -10.8945 -0.46
C 19.8054 -7.7995 -9.5073 -0.01
C 19.4592 -5.7797 -10.9719 -0.02
N 17.8524 -7.6290 -11.1257 -0.06
O 17.0814 -7.1224 -10.0647 -0.04
H 15.4487 -8.3378 -11.5934 0.07
H 16.2449 -8.5741 -13.0996 0.08
H 15.6392 -9.9814 -12.2059 0.09
H 17.0939 -9.5721 -9.3063 0.07
H 16.6364 -10.7566 -10.3839 0.07
H 18.3677 -10.5568 -10.0637 0.07
H 18.3957 -10.7043 -12.7523 0.13
H 18.2548 -8.9367 -13.2991 0.11
H 20.3041 -9.9196 -11.2902 0.08
H 20.6091 -9.6939 -13.0289 0.06
H 19.9072 -7.4982 -12.9386 0.12
H 21.2370 -7.7927 -11.7929 0.11
H 20.7688 -7.3464 -9.2705 0.09
H 19.8301 -8.8817 -9.3867 0.03
H 19.1584 -7.4306 -8.7085 0.07
H 19.1130 -5.3444 -11.9115 0.07
H 20.5000 -5.4529 -10.9247 0.07
H 18.9558 -5.2832 -10.1420 0.07
H 16.7985 -6.3027 -10.4903 0.06
C 21.7685 -13.7132 -6.3758 -0.04
C 22.7656 -13.7756 -7.4976 -0.52
C 24.0151 -14.5683 -7.0702 -0.04
C 22.1394 -14.5853 -8.6741 -0.13
C 21.1336 -13.7396 -9.4551 -0.15
C 21.7054 -12.3498 -9.9065 -0.12
C 22.3056 -11.5971 -8.7550 -0.51
C 23.2477 -10.5668 -9.3705 -0.04
C 21.1905 -10.8033 -8.0253 -0.01
N 23.1536 -12.4206 -7.8851 -0.10
O 23.7410 -11.7025 -6.8265 -0.01
H 20.9145 -13.1050 -6.6756 0.06
H 21.4288 -14.7220 -6.1404 0.09
H 22.1334 -13.1550 -5.5128 0.09
H 24.6320 -13.9818 -6.3863 0.07
H 23.7662 -15.4721 -6.5127 0.08
H 24.6913 -14.8302 -7.8847 0.08
H 22.9631 -14.9556 -9.2874 0.11
H 21.6050 -15.4979 -8.4059 0.12
H 20.8681 -14.2938 -10.3583 0.10
H 20.1901 -13.6366 -8.9174 0.11
H 20.8943 -11.7666 -10.3453 0.10
H 22.4085 -12.5048 -10.7263 0.10
H 23.8689 -11.0438 -10.1287 0.07
H 23.8126 -9.9209 -8.6993 0.09
H 22.6607 -9.8528 -9.9565 0.07
H 20.3559 -11.4497 -7.7520 0.07
H 20.8003 -10.0370 -8.6953 0.03
H 21.5792 -10.3240 -7.1271 0.09
H 24.6678 -11.5275 -7.0155 0.11
C 15.5883 -5.1129 -12.3482 -0.04
C 14.8638 -4.3628 -11.2705 -0.48
C 14.4336 -2.9997 -11.9475 -0.01
C 13.5582 -5.1669 -10.9591 -0.12
C 12.7557 -4.6515 -9.7751 -0.16
C 13.6772 -4.5723 -8.5230 -0.11
C 14.9617 -3.7647 -8.7633 -0.49
C 14.7122 -2.2170 -8.7129 -0.02
C 15.8641 -4.0577 -7.5848 -0.04
N 15.6014 -4.2035 -10.0093 -0.09
O 16.8997 -3.7380 -10.2947 -0.03
H 15.0300 -5.2748 -13.2679 0.10
H 16.4592 -4.5239 -12.6529 0.07
H 16.0999 -6.0099 -11.9983 0.06
H 13.6000 -2.5583 -11.3972 0.06
H 15.2243 -2.3041 -11.6552 0.06
H 14.1941 -2.9976 -13.0079 0.08
H 12.8654 -5.0850 -11.7989 0.12
H 13.8837 -6.2014 -10.8336 0.11
H 12.3579 -3.6451 -9.9276 0.10
H 11.8521 -5.2368 -9.5997 0.11
H 13.8954 -5.5812 -8.1751 0.09
H 13.1550 -4.0347 -7.7292 0.12
H 15.5838 -1.5756 -8.8607 0.08
H 14.2277 -1.9145 -7.7845 0.08
H 14.0524 -1.8570 -9.5053 0.06
H 16.0694 -5.1055 -7.3611 0.06
H 15.5540 -3.5476 -6.6737 0.09
H 16.8712 -3.7091 -7.8307 0.08
H 16.8520 -2.7720 -10.2725 0.08
C 27.5690 -3.8604 -14.3685 -0.04
C 26.1430 -3.5415 -13.7976 -0.46
C 26.2865 -2.4783 -12.7218 -0.03
C 25.2537 -3.1682 -14.9932 -0.14
C 23.7783 -3.2926 -14.6743 -0.20
C 23.4722 -4.7301 -14.2727 -0.13
C 24.2959 -5.2414 -13.0856 -0.48
C 23.7364 -4.6869 -11.7506 -0.02
C 24.3081 -6.7890 -13.0362 -0.04
N 25.7015 -4.8685 -13.2646 -0.14
O 26.5393 -5.4244 -12.2789 -0.01
H 27.8982 -3.1891 -15.1650 0.08
H 28.3443 -3.7028 -13.6143 0.07
H 27.7908 -4.8767 -14.6936 0.08
H 26.4094 -1.4899 -13.1730 0.08
H 25.3724 -2.4184 -12.1295 0.07
H 27.1432 -2.5268 -12.0511 0.08
H 25.3703 -2.1143 -15.2595 0.12
H 25.4489 -3.6817 -15.9349 0.12
H 23.3834 -2.6504 -13.8821 0.10
H 23.2345 -2.9262 -15.5477 0.11
H 23.7204 -5.3036 -15.1701 0.12
H 22.4067 -4.8508 -14.0727 0.11
H 23.4649 -3.6303 -11.7811 0.07
H 24.5416 -4.6508 -11.0129 0.08
H 22.9634 -5.3206 -11.3152 0.07
H 24.5381 -7.2021 -12.0539 0.08
H 25.0059 -7.2477 -13.7400 0.09
H 23.3491 -7.2041 -13.3551 0.07
H 26.7897 -6.2829 -12.6339 0.10
```

Properties
Gap between HOMO and LUMO = 8.37 eV
M = 1258.1 g/mol
HOMO energy = -7.96 eV